#one
Here is a cluster of 3 separate species, C4H14NO3 in total from the Open Molecules 2025 dataset. Energies are from wB97M-V/def2-TZVPD.

Calculated values
- 2S+1: 2
- Frontier orbital gap (spin up / spin down): 3.66 / 10.46 eV
- <S²>: 0.751
- E_LUMO (spin up / spin down): 0.41 / 0.21 eV
- Net charge: 0

```
22
C4H14NO3 (wB97M-V/def2-TZVPD)
O 1.331 -1.374 -0.970
H -0.267 2.783 -0.007
H 0.553 0.854 -1.374
H -2.434 1.694 -1.626
C 0.139 -1.544 -1.031
H -0.904 -0.724 0.506
H 0.347 1.540 0.972
H 2.265 0.603 1.450
C -0.457 0.946 -0.986
H -0.063 -2.408 1.534
O 2.081 1.433 1.914
H -1.108 2.618 -2.156
C -1.399 1.581 -1.944
C -0.852 -0.480 -0.566
N -0.389 1.789 0.279
O -0.627 -2.698 2.248
H -0.083 -2.299 2.951
H -1.286 1.080 -2.909
H 2.880 1.938 1.713
H -1.320 1.745 0.768
H -0.368 -2.456 -1.403
H -1.842 -0.747 -0.938
```

---

#two
Here is a cluster of 3 separate species, C4H14NO3 in total from the Open Molecules 2025 dataset. Energies are from wB97M-V/def2-TZVPD.

Calculated values
- 2S+1: 2
- Frontier orbital gap (spin up / spin down): 11.03 / 7.29 eV
- <S²>: 0.754
- E_LUMO (spin up / spin down): 0.62 / -3.12 eV
- Net charge: 0

```
22
C4H14NO3 (wB97M-V/def2-TZVPD)
C -0.666 -1.400 2.529
H -1.807 -1.430 0.670
N 1.208 0.157 0.571
H 2.412 1.640 -2.386
H 0.620 -1.695 -0.075
H 1.241 0.873 -0.159
O 2.003 1.092 -3.064
O -0.829 2.636 -0.012
C -0.489 -0.286 -1.301
H -1.612 -1.375 3.100
H 0.137 -0.804 2.975
C -0.981 -0.882 1.138
H -0.158 -0.982 -2.080
H 1.130 0.712 -2.819
H -1.479 0.150 1.217
H 2.043 -0.369 0.336
H -0.273 2.269 0.691
O -0.027 0.964 -1.691
H -0.546 -2.478 2.454
H -1.577 -0.162 -1.379
H -0.443 2.141 -0.791
C 0.095 -0.770 0.077
```

---

Least stable: #one

---

#one
Here is a cluster of 2 separate species, CH3N2O in total from the Open Molecules 2025 dataset. Energies are from wB97M-V/def2-TZVPD.

Calculated values
- Frontier orbital gap: 9.03 eV
- E_LUMO: -6.44 eV
- Net charge: +1

```
7
CH3N2O (wB97M-V/def2-TZVPD)
N 0.684 -1.103 -0.747
H 1.768 -1.050 -0.427
C 0.171 0.222 0.801
N -0.773 1.015 0.687
H -1.580 1.030 -0.011
H -0.789 1.726 1.364
O 0.519 -1.840 -1.666
```

---

#two
Here is a cluster of 2 separate species, CH3N2O in total from the Open Molecules 2025 dataset. Energies are from wB97M-V/def2-TZVPD.

Calculated values
- Frontier orbital gap (spin up / spin down): 8.73 / 8.67 eV
- E_LUMO (spin up / spin down): -10.16 / -10.17 eV
- Net charge: +1

```
7
CH3N2O (wB97M-V/def2-TZVPD)
O 1.286 0.848 -0.048
H -0.578 0.524 -0.495
H -0.268 -0.201 0.899
N 2.909 -0.091 0.049
N 3.995 -0.223 -0.001
H 0.149 -0.869 -0.655
C 0.278 0.038 0.006
```

---

#three
Here is a cluster of 2 separate species, CH3N2O in total from the Open Molecules 2025 dataset. Energies are from wB97M-V/def2-TZVPD.

Calculated values
- Frontier orbital gap (spin up / spin down): 8.47 / 8.47 eV
- E_LUMO (spin up / spin down): -6.49 / -6.49 eV
- Net charge: +1

```
7
CH3N2O (wB97M-V/def2-TZVPD)
C 0.611 0.076 0.179
O -0.202 -1.588 -2.559
N -0.307 0.605 0.860
N 0.400 -0.848 -1.867
H -1.232 0.295 1.116
H 1.181 -0.322 -2.254
H 0.157 1.073 1.601
```

---

Least stable: #three

---

#one
Here is a cluster of 2 separate species, CH3N2O in total from the Open Molecules 2025 dataset. Energies are from wB97M-V/def2-TZVPD.

Calculated values
- Frontier orbital gap: 5.93 eV
- E_LUMO: -9.85 eV
- Net charge: +1

```
7
CH3N2O (wB97M-V/def2-TZVPD)
H -2.779 -0.221 0.646
H -1.386 -0.837 -0.765
N 2.402 0.003 -0.007
H -1.259 0.913 0.015
N 3.477 -0.258 0.054
O 1.339 0.396 0.035
C -1.794 0.005 0.023
```

---

#two
Here is a cluster of 2 separate species, CH3N2O in total from the Open Molecules 2025 dataset. Energies are from wB97M-V/def2-TZVPD.

Calculated values
- Frontier orbital gap (spin up / spin down): 8.69 / 8.69 eV
- E_LUMO (spin up / spin down): -6.64 / -6.64 eV
- Net charge: +1

```
7
CH3N2O (wB97M-V/def2-TZVPD)
O -2.136 0.532 0.026
H 0.721 1.124 -0.332
N -1.418 -0.441 0.068
H -1.774 -1.430 -0.064
C 0.880 -0.719 0.202
N 1.384 0.376 0.006
H 2.345 0.557 0.093
```

---

Least stable: #one

---

#one
Here is a cluster of 2 separate species, FH2PS in total from the Open Molecules 2025 dataset. Energies are from wB97M-V/def2-TZVPD.

Calculated values
- Frontier orbital gap (spin up / spin down): 6.63 / 6.63 eV
- E_LUMO (spin up / spin down): -2.51 / -2.51 eV
- Net charge: 0

```
5
FH2PS (wB97M-V/def2-TZVPD)
H 0.499 1.250 0.391
H -0.770 -0.107 1.173
P -0.874 1.219 0.542
S -0.175 -1.091 -1.388
F 1.320 -1.271 -0.719
```

---

#two
Here is a cluster of 2 separate species, FH2PS in total from the Open Molecules 2025 dataset. Energies are from wB97M-V/def2-TZVPD.

Calculated values
- Frontier orbital gap (spin up / spin down): 8.52 / 6.75 eV
- E_LUMO (spin up / spin down): -1.40 / -2.31 eV
- Net charge: 0

```
5
FH2PS (wB97M-V/def2-TZVPD)
H 1.165 -1.255 1.846
F -1.452 -0.076 -1.231
P -0.745 0.912 -0.152
H -0.505 2.022 -1.063
S 1.537 -1.603 0.600
```

---

#three
Here is an isolated molecule of FH2PS from the Open Molecules 2025 dataset. Energies are from wB97M-V/def2-TZVPD.

Calculated values
- SMILES: FPS
- Frontier orbital gap: 10.39 eV
- E_LUMO: 0.54 eV
- Net charge: 0

```
5
FH2PS (wB97M-V/def2-TZVPD)
H 1.439 -0.770 1.243
F -1.539 -0.640 -0.179
P -0.620 0.719 0.155
S 1.379 -0.177 -0.059
H -0.660 0.869 -1.159
```

---

Least stable: #one